# 1
Molecular formula: C37H53N2O2PRe
Method: DFT, ωB97M-V/def2-TZVPD

Structure (ORCA input):
```
! RIJCOSX wB97M-V def2-TZVPD def2/J DEFGRID3
* xyz 4 2
Re -0.69419 -0.69738 1.30245
N -2.16827 0.41000 2.38656
C -2.99396 -0.51516 3.17836
C -4.01519 -0.12569 4.00669
C -4.76277 -1.09640 4.70173
C -4.48020 -2.42862 4.55040
C -3.42719 -2.84367 3.69789
C -3.08063 -4.19070 3.49126
C -2.03606 -4.52649 2.64018
C -1.33434 -3.52677 2.00673
N -1.62727 -2.20984 2.17121
C -2.68238 -1.86172 3.01544
H -1.73311 1.10638 2.99547
H -2.76523 0.93898 1.74534
H -4.25954 0.92377 4.13018
H -5.56524 -0.77764 5.35281
H -5.05597 -3.17794 5.07933
H -3.63689 -4.97003 4.00102
H -1.76145 -5.55813 2.46998
H -0.50993 -3.75552 1.34371
O -1.48990 -0.37141 -0.34291
P -0.83739 -0.08124 -1.83244
C -1.69830 -1.29441 -2.85395
C -1.22346 -1.42091 -4.32082
C -2.30903 -2.14140 -5.12031
C -3.57947 -1.28660 -5.24158
C -3.76637 -0.35977 -4.03249
C -3.23251 -0.99846 -2.75431
C -1.23901 1.63578 -2.18729
C -0.78822 2.60611 -1.06613
C 0.51991 3.31461 -1.41074
C 0.36477 4.17276 -2.67904
C -0.68793 3.60539 -3.63947
C -0.73338 2.07947 -3.59415
C 0.92291 -0.24057 -1.31580
C 1.21518 -1.50482 -0.48907
C 1.43929 -2.76509 -1.33004
C 2.60592 -2.51266 -2.29037
C 2.35355 -1.29766 -3.17277
C 2.06231 -0.05110 -2.34542
H -1.48876 -2.24133 -2.34205
H -0.29517 -1.98809 -4.35618
H -1.02689 -0.44310 -4.76512
H -2.52820 -3.09577 -4.63277
H -1.92109 -2.38818 -6.10718
H -4.44513 -1.94100 -5.33907
H -3.54263 -0.68700 -6.15062
H -4.82135 -0.12292 -3.89857
H -3.26599 0.59871 -4.20077
H -3.73031 -1.95444 -2.58268
H -3.47520 -0.38237 -1.88372
H -2.33445 1.61501 -2.23074
H -0.71941 2.09328 -0.09235
H -1.57558 3.35131 -0.93946
H 1.31817 2.57844 -1.55318
H 0.82845 3.94017 -0.57169
H 1.32932 4.24246 -3.18217
H 0.08694 5.18985 -2.40455
H -0.47817 3.92839 -4.65784
H -1.68264 3.99048 -3.40013
H 0.25450 1.67365 -3.82576
H -1.41496 1.69781 -4.35202
H 0.96417 0.63552 -0.64605
H 0.40085 -1.87862 0.25439
H 2.10388 -1.31162 0.11726
H 0.53291 -3.01413 -1.88904
H 1.66474 -3.61253 -0.68090
H 2.76827 -3.40377 -2.89592
H 3.52144 -2.36583 -1.70860
H 1.52502 -1.49300 -3.85515
H 3.22224 -1.10962 -3.80327
H 1.85289 0.80550 -2.98359
H 2.95218 0.21636 -1.76681
C 5.76941 3.59897 4.36720
C 4.74801 2.62474 3.93911
C 3.48463 3.07100 3.46627
C 2.50462 2.20675 3.09987
C 1.18452 2.75065 2.64070
C 2.77728 0.77027 3.18188
C 1.89439 -0.20002 2.84369
O 0.61329 0.00155 2.46072
C 4.08440 0.30838 3.67672
C 4.41461 -1.14674 3.83151
C 5.00903 1.24193 4.03367
H 5.58914 4.59847 3.97962
H 6.77590 3.26258 4.11604
H 5.73538 3.65590 5.46520
H 3.30638 4.13776 3.41773
H 1.17812 3.83442 2.72644
H 0.37286 2.35886 3.25572
H 0.98815 2.49399 1.59496
H 2.17142 -1.24452 2.93430
H 3.80385 -1.60560 4.61271
H 5.45485 -1.26253 4.12357
H 4.27560 -1.70903 2.90652
H 5.97504 0.92311 4.40450
*
```

The expectation value of S² is 0.754. The HOMO energy (alpha / beta) comes out at -19.6 / -19.6 eV. The calculated total energy is -57686.168 eV. The calculation puts the gap between HOMO and LUMO (alpha / beta) at 6.37 / 6.53 eV. The energy above the lowest of the compared OMol25 structures with the same formula, charge and spin is 0.0 kJ/mol.

***

# 2
Molecular formula: C37H53N4O4P2Ti
Method: DFT, ωB97M-V/def2-TZVPD

Structure (ORCA input):
```
! RIJCOSX wB97M-V def2-TZVPD def2/J DEFGRID3
* xyz 1 1
Ti 0.22718 -0.06694 -0.02951
C -4.78534 1.29464 1.96333
C -4.11648 2.27083 0.98756
C -2.98690 3.01753 1.65113
C -3.92201 1.65166 -0.34681
C -5.09126 1.34198 -1.03926
C -5.09199 0.88529 -2.31742
C -3.96881 0.99889 -3.14640
C -2.79132 1.48311 -2.56035
C -1.74766 2.02256 -3.47377
C -2.30259 3.37829 -4.01891
C -1.41111 1.18594 -4.77546
C -2.69595 1.51334 -1.12236
N -1.42109 1.55672 -0.52176
C -0.83760 2.79485 -0.53355
O -1.39036 3.87634 -0.93110
C 0.39319 2.90653 0.19248
C 0.80627 4.05109 0.92194
C 2.00475 4.03727 1.64381
C 2.66368 2.85879 1.86963
C 2.13629 1.69294 1.27296
N 0.98739 1.73557 0.57401
C 2.95389 0.45732 1.00604
O 4.17805 0.38947 1.39892
N 2.26902 -0.50189 0.38049
C 3.00181 -1.31912 -0.51633
C 3.06511 -2.72606 -0.26790
C 3.79712 -3.51008 -1.20918
C 4.39465 -2.96219 -2.31636
C 4.38260 -1.62913 -2.54662
C 3.76768 -0.72874 -1.62622
C 4.10430 0.69511 -1.81766
C 3.85236 1.15703 -3.24436
C 5.53296 0.92191 -1.40786
C 2.63027 -3.29176 1.03470
C 3.57436 -2.73489 2.17150
C 2.58431 -4.78377 0.99549
H -5.80608 1.09018 1.69668
H -4.86150 1.76689 2.91833
H -4.20798 0.31239 2.06385
H -4.89494 3.01802 0.73986
H -2.26493 2.30031 2.05040
H -3.48512 3.57697 2.45404
H -2.48798 3.73435 0.92910
H -6.01767 1.44257 -0.44859
H -6.02707 0.35663 -2.65165
H -4.01740 0.71821 -4.18985
H -0.81006 2.28459 -2.94699
H -3.30814 3.26558 -4.47834
H -1.61478 3.90090 -4.71721
H -2.54331 4.04465 -3.15324
H -2.16675 1.26741 -5.54938
H -1.22790 0.11616 -4.60866
H -0.49824 1.56282 -5.17836
H 0.20174 4.90283 0.81388
H 2.35414 4.93733 2.13669
H 3.66291 2.74496 2.30203
H 3.85817 -4.56324 -1.08171
H 4.93727 -3.65020 -2.96217
H 4.87625 -1.27553 -3.49717
H 3.49704 1.33000 -1.15206
H 4.55613 0.79576 -4.03026
H 3.96208 2.21603 -3.29722
H 2.86421 0.88515 -3.63756
H 6.21252 0.36910 -2.11958
H 5.65727 0.60679 -0.33292
H 5.89202 1.91767 -1.58630
H 1.61129 -2.93582 1.35023
H 4.60722 -3.05180 2.00291
H 3.24762 -3.15460 3.12349
H 3.41319 -1.64891 2.22359
H 3.55889 -5.32401 0.92152
H 2.07446 -5.10806 0.05669
H 2.05543 -5.20386 1.83348
C -0.69608 1.08198 3.90179
P -0.74495 -0.40598 2.81258
C 0.62772 -1.47994 3.46774
C -2.24907 -1.20023 3.69959
C -2.71266 -2.43470 2.85957
P -1.92260 -2.28744 1.18370
C -1.17841 -3.99261 0.94076
C -3.34714 -2.41190 0.02141
H -0.10448 1.90098 3.47256
H -0.27242 0.84336 4.87861
H -1.70479 1.43815 4.12663
H 0.27463 -2.56538 3.36222
H 0.96175 -1.27731 4.52388
H 1.44389 -1.40766 2.79688
H -3.06274 -0.46770 3.81470
H -1.87124 -1.60016 4.63330
H -3.81031 -2.59294 2.87082
H -2.19382 -3.37394 3.25324
H -0.86807 -4.36980 1.89650
H -0.28806 -3.86906 0.29970
H -1.94992 -4.59646 0.49380
H -3.05962 -2.71115 -0.98845
H -3.82325 -1.45042 -0.13182
H -4.11950 -3.11566 0.50575
O 0.10510 -1.74843 -0.81918
N 0.39435 -1.32367 -2.11595
O 0.56498 -0.05064 -2.05270
*
```

The HOMO energy comes out at -10.8 eV. The calculated total energy is -95063.182 eV. The calculation puts the gap between HOMO and LUMO at 5.47 eV.

***

# 3
Molecular formula: C37H54F16NO12
Method: DFT, ωB97M-V/def2-TZVPD

Structure (ORCA input):
```
! RIJCOSX wB97M-V def2-TZVPD def2/J DEFGRID3
* xyz -1 1
C 5.18691 -1.75841 3.22950
C 4.21665 -1.23337 2.49959
C 2.97241 -0.45877 1.82673
C 3.53859 0.39935 0.58325
C 3.77742 -0.44534 -0.77506
N 3.07338 -1.76701 -0.83058
C 1.92068 -1.76743 -1.77072
F 2.45184 -1.47895 -3.12557
C 1.17460 -3.19666 -1.89351
C -0.07844 -3.38028 -0.89386
C -1.48601 -2.88599 -1.55294
C -2.73538 -3.61611 -0.77254
C -2.75540 -2.98592 0.71649
C -4.22352 -2.76000 1.34722
C -5.27810 -2.00722 0.38045
C -4.64026 -0.87077 -0.57656
C -5.69490 0.34918 -0.71463
C -5.32255 1.53315 0.32427
C 0.93751 -0.54413 -1.37487
O 0.50727 -0.29454 -0.17530
O 0.53035 0.37372 -2.38714
H 5.97930 -2.13710 3.97733
H 2.18605 -1.25123 1.54502
H 2.44018 0.26082 2.57536
H 2.85979 1.30293 0.34079
H 4.56423 0.83240 0.91811
H 4.91977 -0.68439 -0.83000
H 3.55961 0.25749 -1.66397
H 3.76522 -2.44461 -1.21554
H 0.86775 -3.37447 -3.00565
H 1.96942 -4.00602 -1.63111
H 0.10363 -2.80861 0.10032
H -0.11983 -4.50474 -0.60288
H -1.51992 -3.03937 -2.69254
H -1.53502 -1.74087 -1.33437
H -2.46391 -4.74714 -0.74044
H -3.72073 -3.44493 -1.37083
H -2.06993 -2.04178 0.76541
H -2.22242 -3.76584 1.40594
H -4.65897 -3.77966 1.65190
H -4.09325 -2.14885 2.33499
H -5.88217 -2.81301 -0.17363
H -6.03677 -1.46308 1.08380
H -3.57272 -0.55963 -0.28873
H -4.55661 -1.35008 -1.63962
H -5.75865 0.72652 -1.81736
H -6.73889 -0.09326 -0.44466
H -5.70522 1.28734 1.39322
H -5.84056 2.51902 0.00862
H -4.17957 1.66302 0.29612
C -0.61420 2.37273 3.44776
C -0.90603 0.89232 3.29561
O -0.95238 0.23864 4.57694
C -2.07081 0.44754 5.30669
O -3.00013 1.13426 4.94568
C -2.01084 -0.32204 6.62288
F -0.84285 -0.13458 7.28149
F -2.13335 -1.65717 6.43422
F -2.99147 0.03309 7.48194
H 0.30596 2.52339 4.01458
H -0.51474 2.84970 2.47068
H -1.41007 2.88319 3.99788
H -0.09729 0.42165 2.72911
H -1.83238 0.71444 2.74037
C -0.83620 -2.17986 -5.65135
C -2.28710 -1.86598 -5.96244
O -2.63516 -2.28610 -7.29441
C -2.82102 -3.61446 -7.46565
O -2.71155 -4.43550 -6.58349
C -3.21522 -3.92527 -8.90654
F -2.39874 -3.33093 -9.80822
F -4.47022 -3.50236 -9.19010
F -3.18687 -5.24709 -9.18329
H -0.17869 -1.73417 -6.40276
H -0.56047 -1.79967 -4.66553
H -0.64793 -3.25705 -5.66732
H -2.43964 -0.78395 -5.92309
H -2.96667 -2.31271 -5.22959
C 3.54281 6.81953 0.71399
C 3.24761 5.33748 0.57912
O 3.19886 4.69907 1.86573
C 2.07983 4.92059 2.59273
O 1.15455 5.60754 2.22346
C 2.13512 4.16370 3.91603
F 3.30228 4.35106 4.57553
F 2.00700 2.82681 3.73636
F 1.15694 4.53005 4.77223
H 4.46533 6.97607 1.28020
H 3.64346 7.28431 -0.26757
H 2.74783 7.33751 1.25771
H 4.05444 4.85676 0.01918
H 2.32077 5.15585 0.02581
C 4.63602 -5.57950 4.98872
C 4.01500 -6.93402 4.70369
O 2.98039 -6.82952 3.71216
C 3.40065 -6.68154 2.43337
O 4.56336 -6.63491 2.10273
C 2.21408 -6.61455 1.47618
F 1.26896 -5.73663 1.88272
F 1.59574 -7.81367 1.35360
F 2.56929 -6.23938 0.22927
H 3.86577 -4.85935 5.27788
H 5.37493 -5.65260 5.78901
H 5.13076 -5.17280 4.10266
H 3.54291 -7.31499 5.61368
H 4.76558 -7.67052 4.39927
C -1.82911 7.70196 -3.21779
C -0.69684 6.97470 -2.51692
O 0.55811 7.64426 -2.72879
C 0.75433 8.77351 -2.01019
O -0.04830 9.22904 -1.22779
C 2.12976 9.36755 -2.29913
F 2.38448 9.47133 -3.62433
F 3.12561 8.61270 -1.77684
F 2.28398 10.60790 -1.78824
H -1.60597 7.82122 -4.28167
H -2.76670 7.15410 -3.10891
H -1.97099 8.70683 -2.81077
H -0.59422 5.97142 -2.93941
H -0.89115 6.85370 -1.44658
*
```

The HOMO energy comes out at -4.9 eV. The calculated total energy is -108780.962 eV. The calculation puts the gap between HOMO and LUMO at 6.98 eV.

***

# 4
Molecular formula: C37H55AsN6O2PtS2
Method: DFT, ωB97M-V/def2-TZVPD

Structure (ORCA input):
```
! RIJCOSX wB97M-V def2-TZVPD def2/J DEFGRID3
* xyz 2 1
Pt -0.19666 0.03352 0.33595
C -1.42154 -2.87297 4.28682
N -1.53588 -3.15049 2.85546
C -2.64505 -4.05561 2.53605
C -2.77833 -3.94312 1.02643
N -1.98071 -2.76543 0.71880
C -1.88294 -2.34952 -0.66859
C -1.22683 -2.37104 1.77729
N -0.31206 -1.40892 1.71577
C 0.48669 -1.05076 2.91017
C 1.74967 -0.24302 2.58566
N 1.40995 0.92025 1.78755
C 2.23601 1.84274 1.42515
N 1.84393 2.80270 0.50302
C 0.57835 2.85648 -0.14237
C 2.93932 3.69660 0.13604
C 4.02371 3.31739 1.14718
N 3.54406 2.06135 1.72724
C 4.25718 1.54026 2.88186
H -1.70908 -3.78637 4.80318
H -2.10747 -2.08147 4.59897
H -0.41587 -2.63791 4.60300
H -3.55076 -3.72270 3.05067
H -2.41087 -5.06440 2.87258
H -3.80988 -3.79031 0.70873
H -2.38755 -4.81720 0.50068
H -2.86550 -2.44646 -1.13061
H -1.14953 -2.92549 -1.23322
H -1.59125 -1.29152 -0.66500
H 0.84266 -1.96040 3.39130
H -0.12362 -0.49624 3.62890
H 2.44082 -0.89488 2.03619
H 2.21585 -0.00338 3.54421
H -0.23095 2.97957 0.57172
H 0.91869 1.52902 -1.60628
H 0.58889 3.70301 -0.82806
H 2.63775 4.73793 0.24198
H 3.25608 3.53425 -0.89711
H 4.13857 4.07701 1.92450
H 4.99380 3.16308 0.67511
H 5.28299 1.89708 2.81995
H 4.28821 0.45433 2.87938
H 3.83096 1.89573 3.82314
O 0.21599 1.67612 -0.90751
S 2.43854 1.45277 -3.14515
C 3.49644 0.77210 -1.82286
C 4.55009 -0.23838 -2.25675
C 4.03953 -1.68243 -2.21117
C 3.85596 -2.21933 -0.78079
S 2.17656 -2.50557 -0.18933
O 1.32403 -1.36489 -0.74691
C 1.74840 -3.99363 -1.05997
C 2.32914 -4.41471 -2.25059
C 1.88980 -5.58963 -2.84113
C 0.88387 -6.33842 -2.24865
C 0.32477 -5.92915 -1.04568
C 0.76106 -4.75862 -0.44632
C 1.79431 0.01981 -3.98550
C 2.48763 -0.45814 -5.09508
C 2.02312 -1.57058 -5.78004
C 0.85387 -2.19741 -5.37249
C 0.14258 -1.70215 -4.28804
C 0.60805 -0.59385 -3.59766
H 2.86471 0.33888 -1.04972
H 3.95898 1.67252 -1.41354
H 5.41785 -0.14890 -1.59717
H 4.91120 -0.00295 -3.25915
H 4.76534 -2.31985 -2.71964
H 3.10574 -1.76627 -2.76550
H 4.28684 -1.53998 -0.04094
H 4.34131 -3.18596 -0.62825
H 3.12006 -3.85091 -2.72356
H 2.34262 -5.92437 -3.76432
H 0.54766 -7.25419 -2.71585
H -0.43211 -6.53691 -0.56843
H 0.36482 -4.45189 0.51395
H 3.38650 0.04872 -5.42199
H 2.56429 -1.93557 -6.64249
H 0.48603 -3.05997 -5.91235
H -0.78676 -2.17085 -3.99039
H 0.04185 -0.21174 -2.75857
C -3.17596 2.51292 0.20056
As -2.18586 1.18739 1.20304
C -1.72261 2.20406 2.78249
C -3.64142 -0.02402 1.71459
C -4.52659 0.46066 2.82566
C -5.81975 0.89681 2.55854
C -6.65358 1.30948 3.58984
C -6.20389 1.28482 4.90017
C -4.91533 0.84652 5.17933
C -4.08541 0.43852 4.14815
H -4.03755 2.79467 0.80645
H -3.50756 2.10025 -0.74962
H -2.56267 3.39303 0.01734
H -2.63257 2.45752 3.32337
H -1.23011 3.12079 2.46084
H -1.04024 1.65149 3.42264
H -3.20758 -0.99269 1.94322
H -4.20972 -0.14001 0.78876
H -6.18198 0.91232 1.53687
H -7.65781 1.64355 3.36697
H -6.85477 1.60138 5.70355
H -4.56038 0.82441 6.20111
H -3.07939 0.09785 4.37399
*
```

The HOMO energy (alpha / beta) comes out at -12.3 / -12.3 eV. The calculated total energy is -138040.142 eV. The calculation puts the gap between HOMO and LUMO (alpha / beta) at 7.42 / 7.42 eV.

***

Q: Which value of calculated total energy does entry 4 give?
A: -138040.142 eV

***

Q: What is the formula in the second record?
A: C37H53N4O4P2Ti